[1]
{"formula": "C38H34CuOP2S2", "method": "the ωB97M-V functional and the def2-TZVPD basis", "homo_energy_ev": -10.99, "e_above_lowest_kj_mol": 0.0, "orbital_gap_ev": 8.5, "total_charge": 1, "elements": ["Cu", "O", "S", "C", "C", "C", "C", "C", "C", "P", "C", "C", "C", "C", "C", "C", "C", "C", "C", "C", "C", "C", "C", "C", "C", "C", "C", "C", "P", "C", "C", "C", "C", "C", "C", "C", "C", "C", "C", "C", "C", "H", "H", "H", "H", "H", "H", "H", "H", "H", "H", "H", "H", "H", "H", "H", "H", "H", "H", "H", "H", "H", "H", "H", "H", "H", "H", "H", "H", "C", "S", "C", "H", "H", "H", "H", "H", "H"], "coordinates": [[-0.6559, -0.5647, -0.7755], [1.9168, 1.0694, 2.9571], [1.2321, 0.3822, 1.8351], [2.2199, -1.0890, 1.4874], [2.9718, -1.6123, 2.5261], [3.7921, -2.7079, 2.3010], [3.8795, -3.2490, 1.0291], [3.1864, -2.6703, -0.0265], [2.3584, -1.5719, 0.1825], [1.5799, -0.6791, -1.2194], [2.1779, -1.5505, -2.6960], [1.5941, -2.7734, -3.0322], [2.0151, -3.4651, -4.1556], [3.0128, -2.9338, -4.9635], [3.5891, -1.7156, -4.6403], [3.1770, -1.0239, -3.5084], [2.4522, 0.9119, -1.2045], [1.7903, 2.0248, -1.7137], [2.4120, 3.2638, -1.7247], [3.6954, 3.3976, -1.2153], [4.3598, 2.2919, -0.7015], [3.7437, 1.0503, -0.6987], [-0.2542, -0.3485, 2.5837], [-0.1344, -1.1241, 3.7267], [-1.2659, -1.5130, 4.4268], [-2.5171, -1.0989, 3.9968], [-2.6394, -0.3116, 2.8614], [-1.5136, 0.0748, 2.1378], [-1.6906, 0.9602, 0.5405], [-1.0665, 2.6379, 0.8148], [-0.6035, 3.0835, 2.0482], [-0.1404, 4.3856, 2.1844], [-0.1615, 5.2486, 1.1005], [-0.6417, 4.8128, -0.1287], [-1.0836, 3.5096, -0.2742], [-3.4780, 1.1761, 0.3364], [-4.1812, 2.1795, 0.9998], [-5.5554, 2.2809, 0.8445], [-6.2333, 1.3845, 0.0288], [-5.5372, 0.3897, -0.6437], [-4.1623, 0.2914, -0.4935], [2.9408, -1.1279, 3.4932], [4.3725, -3.1237, 3.1135], [4.5219, -4.0992, 0.8424], [3.3204, -3.0629, -1.0258], [0.8238, -3.1991, -2.3995], [1.5651, -4.4177, -4.4025], [3.3384, -3.4705, -5.8445], [4.3647, -1.2984, -5.2685], [3.6344, -0.0742, -3.2646], [0.7796, 1.9213, -2.0926], [1.8904, 4.1260, -2.1184], [4.1779, 4.3659, -1.2122], [5.3580, 2.3972, -0.2983], [4.2669, 0.1928, -0.2927], [0.8433, -1.4113, 4.0847], [-1.1667, -2.1240, 5.3137], [-3.4032, -1.3827, 4.5489], [-3.6228, 0.0024, 2.5362], [-0.5887, 2.4222, 2.9051], [0.2352, 4.7212, 3.1415], [0.1944, 6.2643, 1.2118], [-0.6674, 5.4891, -0.9732], [-1.4549, 3.1696, -1.2354], [-3.6534, 2.8825, 1.6327], [-6.0980, 3.0626, 1.3591], [-7.3052, 1.4681, -0.0910], [-6.0651, -0.2977, -1.2915], [-3.6047, -0.4667, -1.0332], [-2.6444, -3.0491, 0.4449], [-1.4001, -2.7760, -0.8292], [-2.3550, -3.0995, -2.3249], [-3.4852, -2.3681, 0.3208], [-2.1684, -2.8615, 1.4049], [-2.9819, -4.0830, 0.4038], [-2.6515, -4.1460, -2.3470], [-1.7155, -2.8875, -3.1797], [-3.2364, -2.4627, -2.3661]], "lowdin_charge": [-0.04, -0.46, 0.94, -0.36, -0.07, -0.05, -0.05, -0.06, -0.34, 1.02, -0.36, -0.12, -0.07, -0.07, -0.06, -0.06, -0.39, -0.10, -0.07, -0.06, -0.06, -0.08, -0.35, -0.05, -0.05, -0.05, -0.07, -0.35, 1.03, -0.38, -0.09, -0.05, -0.06, -0.08, -0.11, -0.37, -0.07, -0.06, -0.06, -0.07, -0.11, 0.11, 0.12, 0.11, 0.10, 0.07, 0.11, 0.11, 0.11, 0.10, 0.09, 0.11, 0.11, 0.11, 0.12, 0.11, 0.12, 0.12, 0.11, 0.10, 0.11, 0.11, 0.11, 0.11, 0.12, 0.11, 0.11, 0.11, 0.07, -0.34, 0.78, -0.34, 0.03, 0.03, 0.05, 0.05, 0.04, 0.04]}

[2]
{"formula": "C38H34F6NO4P2TeZn", "method": "the ωB97M-V functional and the def2-TZVPD basis", "homo_energy_ev": -4.32, "e_above_lowest_kj_mol": 0.0, "orbital_gap_ev": 6.6, "total_charge": -1, "elements": ["Zn", "C", "C", "C", "O", "C", "O", "O", "H", "H", "H", "H", "H", "H", "H", "Te", "C", "C", "C", "N", "C", "C", "C", "P", "C", "C", "C", "C", "C", "C", "C", "C", "C", "C", "C", "C", "P", "C", "C", "C", "C", "C", "C", "C", "C", "C", "C", "C", "C", "H", "H", "H", "H", "H", "H", "H", "H", "H", "H", "H", "H", "H", "H", "H", "H", "H", "H", "H", "H", "H", "H", "H", "H", "C", "C", "O", "C", "F", "F", "F", "C", "F", "F", "F", "H", "H", "H"], "coordinates": [[1.6715, -1.4901, -0.1768], [5.4380, -1.0216, -1.2073], [4.6272, -2.1339, -0.5510], [5.5126, -3.1740, 0.1068], [3.7545, -1.5452, 0.4417], [3.7401, -2.7656, -1.6510], [4.2863, -3.4966, -2.4583], [2.5058, -2.4075, -1.6697], [6.0343, -0.4950, -0.4577], [4.7770, -0.3056, -1.6984], [6.1014, -1.4478, -1.9587], [6.2548, -2.6949, 0.7522], [6.0274, -3.7406, -0.6661], [4.9124, -3.8650, 0.7003], [4.1899, -1.5131, 1.2992], [-0.9270, 0.0993, 2.3063], [-2.2155, 1.5871, 3.1278], [-1.8581, 2.9143, 3.3309], [-2.7790, 3.7939, 3.8787], [-4.0124, 3.4516, 4.2483], [-4.3450, 2.1752, 4.0740], [-3.4970, 1.2207, 3.5287], [-0.8315, 0.8948, 0.3335], [0.8733, 0.7297, -0.1855], [1.9301, 2.0232, 0.5544], [3.3018, 2.0031, 0.3207], [4.1117, 3.0113, 0.8186], [3.5554, 4.0481, 1.5585], [2.1884, 4.0744, 1.7908], [1.3788, 3.0641, 1.2884], [0.9104, 1.3458, -1.9241], [1.3824, 0.5720, -2.9770], [1.3773, 1.0784, -4.2717], [0.8933, 2.3537, -4.5212], [0.4134, 3.1293, -3.4724], [0.4250, 2.6271, -2.1827], [-1.5937, -0.1694, -0.9700], [-3.0706, -0.9875, -0.2572], [-3.9836, -0.3501, 0.5811], [-5.1041, -1.0165, 1.0469], [-5.3333, -2.3371, 0.6752], [-4.4382, -2.9802, -0.1647], [-3.3119, -2.3068, -0.6244], [-2.4389, 1.0577, -2.0556], [-2.4796, 0.8162, -3.4233], [-3.0724, 1.7278, -4.2886], [-3.6263, 2.8966, -3.7884], [-3.5810, 3.1517, -2.4218], [-2.9851, 2.2410, -1.5637], [-0.8689, 3.2727, 3.0843], [-2.5057, 4.8327, 4.0350], [-5.3485, 1.8966, 4.3802], [-3.8397, 0.2001, 3.4137], [3.7362, 1.1910, -0.2500], [5.1779, 2.9898, 0.6300], [4.1887, 4.8349, 1.9495], [1.7503, 4.8844, 2.3609], [0.3059, 3.0784, 1.4270], [1.7360, -0.4381, -2.8009], [1.7427, 0.4652, -5.0858], [0.8803, 2.7409, -5.5324], [0.0153, 4.1180, -3.6633], [0.0253, 3.2169, -1.3655], [-3.8151, 0.6823, 0.8644], [-5.8021, -0.5066, 1.7003], [-6.2077, -2.8603, 1.0420], [-4.6081, -4.0092, -0.4557], [-2.5986, -2.8133, -1.2646], [-2.0215, -0.0854, -3.8150], [-3.0853, 1.5316, -5.3536], [-4.0814, 3.6145, -4.4598], [-4.0014, 4.0692, -2.0274], [-2.8987, 2.4605, -0.5049], [-1.1029, -3.8185, 1.7683], [0.4025, -3.5410, 1.7094], [0.6640, -2.3244, 1.1933], [1.0649, -4.6459, 0.8559], [0.7420, -5.8940, 1.2384], [0.6873, -4.5160, -0.4229], [2.4107, -4.5624, 0.8794], [1.0026, -3.5758, 3.1443], [2.2067, -2.9893, 3.2031], [1.1568, -4.8254, 3.6351], [0.2078, -2.9204, 4.0061], [-1.4847, -3.8440, 0.7489], [-1.5834, -2.9940, 2.2891], [-1.3399, -4.7597, 2.2673]], "lowdin_charge": [0.63, -0.01, -0.50, -0.01, -0.07, -0.60, 0.06, -0.10, 0.09, 0.08, 0.09, 0.09, 0.09, 0.09, 0.12, 1.32, -0.53, -0.12, -0.17, 0.04, -0.17, -0.15, -0.93, 0.78, -0.35, -0.09, -0.09, -0.10, -0.08, -0.10, -0.37, -0.09, -0.08, -0.10, -0.08, -0.09, 0.91, -0.39, -0.13, -0.09, -0.10, -0.10, -0.12, -0.37, -0.11, -0.10, -0.11, -0.09, -0.10, 0.07, 0.10, 0.10, 0.08, 0.08, 0.10, 0.10, 0.10, 0.06, 0.08, 0.10, 0.10, 0.10, 0.11, 0.09, 0.10, 0.09, 0.10, 0.10, 0.10, 0.10, 0.09, 0.10, 0.09, 0.02, -0.48, -0.29, -0.56, 0.14, 0.15, 0.15, -0.55, 0.14, 0.14, 0.12, 0.08, 0.06, 0.10]}

[3]
{"formula": "C38H34FN4O4PPdS5", "method": "the ωB97M-V functional and the def2-TZVPD basis", "homo_energy_ev": -12.21, "e_above_lowest_kj_mol": 0.0, "orbital_gap_ev": 5.9, "total_charge": 2, "elements": ["Pd", "S", "C", "S", "C", "C", "S", "S", "S", "C", "C", "N", "C", "C", "C", "O", "O", "C", "O", "C", "C", "C", "F", "C", "C", "C", "N", "C", "C", "N", "C", "C", "H", "H", "H", "H", "H", "H", "H", "H", "H", "H", "H", "H", "H", "H", "H", "H", "H", "H", "O", "N", "C", "C", "C", "C", "C", "C", "C", "P", "C", "C", "C", "C", "C", "C", "C", "C", "C", "C", "C", "C", "H", "H", "H", "H", "H", "H", "H", "H", "H", "H", "H", "H", "H", "H", "H", "H"], "coordinates": [[0.0297, -0.6666, 0.1845], [-2.1745, -0.1979, -6.8906], [-1.8065, -0.2935, -5.3289], [-2.4948, -1.4699, -4.2312], [-1.6383, -1.0387, -2.7969], [-0.7095, 0.1667, -2.9707], [0.1755, 0.8356, -1.7727], [-0.6586, 0.7949, -4.5615], [-1.8235, -1.8143, -1.3931], [-1.9614, 6.0682, 4.4315], [-2.2780, 4.6422, 4.8516], [-1.4307, 3.6539, 4.1770], [-1.9514, 2.9241, 3.1619], [-1.2490, 2.0646, 2.3827], [-2.0161, 1.2763, 1.3553], [-2.9111, 1.7949, 0.7304], [-1.6776, 0.0059, 1.2524], [0.1804, 1.9538, 2.5360], [0.9195, 1.3672, 1.7471], [0.7132, 2.6666, 3.7138], [2.0566, 2.5066, 4.0471], [2.5846, 3.1599, 5.1249], [3.9026, 3.0152, 5.3887], [1.8060, 3.9969, 5.9372], [0.4681, 4.1480, 5.6102], [-0.0931, 3.5036, 4.4986], [2.3142, 4.6845, 7.0648], [3.5444, 4.2630, 7.7197], [3.6527, 5.0088, 9.0595], [2.2729, 5.4074, 9.4909], [1.7106, 6.4706, 8.5794], [2.1374, 6.1250, 7.1474], [-2.6247, 6.7620, 4.9472], [-2.1100, 6.1914, 3.3594], [-0.9319, 6.3460, 4.6584], [-3.3062, 4.3983, 4.5915], [-2.1984, 4.5009, 5.9310], [-3.0081, 3.0665, 2.9743], [2.6851, 1.8899, 3.4182], [-0.1507, 4.7647, 6.2449], [4.4479, 4.4792, 7.1424], [3.5058, 3.1876, 7.8882], [4.2231, 5.9326, 8.9799], [4.0965, 4.3918, 9.8372], [2.2670, 5.7264, 10.4598], [1.6690, 4.5854, 9.4277], [2.0994, 7.4299, 8.9159], [0.6301, 6.4548, 8.7093], [3.0646, 6.6505, 6.8874], [1.3771, 6.4608, 6.4481], [-0.2987, -1.3169, 2.9643], [0.6445, -1.4627, 1.9862], [1.8171, -1.6431, 2.4543], [3.0284, -1.8284, 1.6721], [4.2283, -1.8787, 2.3769], [5.4389, -2.0132, 1.7150], [5.4610, -2.1075, 0.3351], [4.2698, -2.0797, -0.3806], [3.0525, -1.9413, 0.2751], [1.4859, -2.0695, -0.6084], [1.8426, -1.9659, -2.3737], [1.2712, -2.8733, -3.2632], [1.4520, -2.7143, -4.6317], [2.2078, -1.6580, -5.1165], [2.7801, -0.7490, -4.2343], [2.5913, -0.8952, -2.8710], [0.9535, -3.7666, -0.2744], [-0.2157, -4.0916, 0.4045], [-0.5343, -5.4220, 0.6381], [0.3122, -6.4286, 0.2031], [1.4926, -6.1104, -0.4588], [1.8153, -4.7865, -0.6924], [-1.0446, -0.8356, 2.4833], [1.9073, -1.6425, 3.5365], [4.2114, -1.8093, 3.4573], [6.3598, -2.0489, 2.2803], [6.3989, -2.2161, -0.1919], [4.2984, -2.1844, -1.4558], [0.6764, -3.7008, -2.8995], [1.0059, -3.4251, -5.3143], [2.3546, -1.5416, -6.1820], [3.3712, 0.0755, -4.6094], [3.0346, -0.1751, -2.1927], [-0.8754, -3.3192, 0.7768], [-1.4455, -5.6670, 1.1663], [0.0585, -7.4640, 0.3852], [2.1608, -6.8937, -0.7893], [2.7413, -4.5478, -1.2028]], "lowdin_charge": [0.56, 0.73, -1.45, 0.96, -1.11, -1.07, 0.81, 0.95, 0.84, -0.06, -0.18, -0.03, 0.04, -0.03, -0.58, 0.10, -0.22, -0.32, 0.00, -0.04, 0.09, -0.19, 0.07, -0.14, 0.05, -0.12, -0.10, -0.13, -0.07, 0.06, -0.07, -0.12, 0.09, 0.09, 0.06, 0.13, 0.12, 0.15, 0.14, 0.11, 0.13, 0.14, 0.14, 0.14, 0.19, 0.19, 0.14, 0.14, 0.14, 0.13, -0.02, -0.15, -0.05, -0.19, -0.01, -0.04, -0.04, -0.06, -0.26, 0.97, -0.38, -0.08, -0.05, -0.06, -0.06, -0.15, -0.35, -0.12, -0.05, -0.05, -0.05, -0.08, 0.06, 0.15, 0.12, 0.12, 0.12, 0.10, 0.11, 0.12, 0.12, 0.12, 0.11, 0.07, 0.12, 0.12, 0.12, 0.11]}

[4]
{"formula": "C38H34FN4O4PPdS5", "method": "the ωB97M-V functional and the def2-TZVPD basis", "homo_energy_ev": -12.50, "e_above_lowest_kj_mol": 74.3, "orbital_gap_ev": 6.3, "total_charge": 2, "elements": ["Pd", "S", "C", "S", "C", "C", "S", "S", "S", "C", "C", "N", "C", "C", "C", "O", "O", "C", "O", "C", "C", "C", "F", "C", "C", "C", "N", "C", "C", "N", "C", "C", "H", "H", "H", "H", "H", "H", "H", "H", "H", "H", "H", "H", "H", "H", "H", "H", "H", "H", "O", "N", "C", "C", "C", "C", "C", "C", "C", "P", "C", "C", "C", "C", "C", "C", "C", "C", "C", "C", "C", "C", "H", "H", "H", "H", "H", "H", "H", "H", "H", "H", "H", "H", "H", "H", "H", "H"], "coordinates": [[-0.3043, -1.3935, 2.6290], [-1.3294, 3.5353, 8.4389], [-0.9884, 2.5475, 7.2211], [0.4657, 1.5828, 7.1219], [0.1683, 0.7955, 5.6084], [-1.1437, 1.1797, 4.9625], [-1.6981, 0.6397, 3.5291], [-2.0690, 2.3236, 5.8540], [1.2464, -0.1895, 4.9270], [2.7374, 4.3464, -2.3221], [2.4600, 2.9260, -2.7889], [1.5154, 2.2182, -1.9137], [1.9981, 1.3824, -0.9788], [1.2623, 0.7057, -0.0474], [2.0806, -0.1494, 0.8929], [3.2708, -0.2789, 0.6573], [1.5215, -0.7249, 1.9202], [-0.1711, 0.8543, -0.0518], [-0.9682, 0.2740, 0.6987], [-0.6935, 1.7811, -1.0788], [-2.0688, 1.9979, -1.1471], [-2.5871, 2.8688, -2.0637], [-3.9154, 3.0978, -2.0614], [-1.7740, 3.5456, -2.9836], [-0.4087, 3.3160, -2.9273], [0.1468, 2.4526, -1.9756], [-2.2763, 4.4522, -3.9561], [-3.6502, 4.3283, -4.4347], [-3.8303, 5.2749, -5.6320], [-2.4793, 5.5600, -6.2219], [-1.6388, 6.3813, -5.2724], [-1.8826, 5.8519, -3.8528], [3.4374, 4.8324, -3.0019], [3.1812, 4.3403, -1.3262], [1.8260, 4.9445, -2.2787], [3.3779, 2.3429, -2.7931], [2.0755, 2.8996, -3.8084], [3.0715, 1.2401, -0.9696], [-2.7163, 1.4905, -0.4437], [0.2212, 3.8168, -3.6492], [-4.4022, 4.5934, -3.6884], [-3.8247, 3.2957, -4.7337], [-4.2417, 6.2392, -5.3411], [-4.4642, 4.8452, -6.4034], [-2.5640, 6.0292, -7.1225], [-2.0037, 4.6698, -6.3750], [-1.9305, 7.4226, -5.3908], [-0.6045, 6.2606, -5.5866], [-2.6548, 6.4445, -3.3468], [-0.9709, 5.9492, -3.2709], [-0.6610, -3.4381, 4.7797], [-1.4562, -2.4728, 4.2190], [-1.9619, -2.8598, 3.0733], [-1.7574, -4.2169, 2.4956], [-2.7900, -5.1466, 2.4911], [-2.5509, -6.4222, 2.0058], [-1.2957, -6.7692, 1.5211], [-0.2711, -5.8388, 1.5059], [-0.5036, -4.5585, 1.9972], [0.7116, -3.2145, 1.8934], [2.1549, -3.6940, 2.8497], [3.3802, -3.0439, 2.6872], [4.4658, -3.4374, 3.4524], [4.3421, -4.4660, 4.3760], [3.1260, -5.1161, 4.5380], [2.0330, -4.7327, 3.7779], [1.1329, -3.0833, 0.1497], [0.2132, -2.4876, -0.7120], [0.4685, -2.4504, -2.0713], [1.6384, -3.0078, -2.5741], [2.5527, -3.6021, -1.7176], [2.3031, -3.6455, -0.3527], [-0.3500, -3.0327, 5.6006], [-2.7931, -2.2480, 2.7344], [-3.7675, -4.8808, 2.8737], [-3.3497, -7.1517, 2.0031], [-1.1225, -7.7669, 1.1396], [0.7004, -6.0987, 1.1025], [3.4853, -2.2302, 1.9801], [5.4155, -2.9345, 3.3243], [5.1972, -4.7653, 4.9683], [3.0297, -5.9233, 5.2521], [1.0871, -5.2425, 3.9072], [-0.6921, -2.0462, -0.3144], [-0.2466, -1.9910, -2.7424], [1.8351, -2.9818, -3.6386], [3.4640, -4.0350, -2.1090], [3.0231, -4.1069, 0.3121]], "lowdin_charge": [0.66, 0.73, -1.47, 0.94, -1.15, -1.11, 0.79, 0.94, 0.80, -0.05, -0.18, -0.02, 0.04, -0.02, -0.57, 0.06, -0.26, -0.31, -0.09, -0.04, 0.09, -0.19, 0.07, -0.14, 0.06, -0.12, -0.10, -0.13, -0.07, 0.06, -0.07, -0.12, 0.09, 0.09, 0.06, 0.13, 0.12, 0.15, 0.14, 0.11, 0.13, 0.14, 0.14, 0.14, 0.19, 0.18, 0.14, 0.14, 0.14, 0.13, -0.03, -0.07, -0.22, -0.22, -0.01, -0.04, -0.04, -0.05, -0.29, 1.07, -0.32, -0.08, -0.05, -0.05, -0.06, -0.08, -0.33, -0.09, -0.06, -0.06, -0.05, -0.06, 0.12, 0.13, 0.13, 0.12, 0.12, 0.12, 0.09, 0.12, 0.11, 0.11, 0.10, 0.10, 0.11, 0.11, 0.11, 0.11]}